The following is a quantum chemistry calculation of a 7-piece molecular cluster, C12H39O7 overall in a non-equilibrium geometry, from OMol25.

- Net charge: +1
- 2S+1: 1
- LUMO: -2.259 eV
- Energy: -27396.6034 eV

The geometry in XYZ format:
```
58
Properties=species:S:1:pos:R:3:mulliken_charge:R:1
O -49.91 -6.88 44.32 0.53
H -50.14 -6.63 45.22 0.36
H -50.06 -6.11 43.86 0.08
H -48.95 -6.95 44.05 0.17
C -52.37 -5.10 43.05 -0.52
O -51.06 -5.23 42.47 -0.54
H -52.31 -4.92 44.25 -0.05
H -53.06 -6.08 42.97 0.25
H -53.06 -4.31 42.69 0.43
H -51.20 -5.05 41.49 0.30
C -47.72 -3.95 43.29 -0.72
O -48.05 -4.57 44.49 -0.41
H -48.09 -2.87 43.32 0.27
H -47.92 -4.56 42.38 0.14
H -46.72 -3.78 43.16 0.44
H -47.30 -4.51 45.12 0.29
C -47.27 -7.93 46.61 -0.86
O -47.78 -8.64 45.61 -0.30
H -47.72 -6.96 46.73 0.27
H -46.26 -7.80 46.42 0.37
H -47.40 -8.40 47.63 0.32
H -47.44 -9.49 45.58 0.22
C -53.07 -6.37 46.54 -1.27
C -51.73 -6.38 47.15 0.64
C -51.06 -7.70 47.22 -0.52
O -50.87 -5.60 46.30 -0.69
H -53.76 -6.89 47.27 0.39
H -53.20 -7.05 45.66 0.16
H -53.30 -5.44 46.07 0.40
H -51.94 -6.11 48.25 0.33
H -51.20 -8.07 46.25 -0.35
H -51.50 -8.38 48.01 0.41
H -49.98 -7.61 47.44 0.13
H -51.06 -4.55 46.24 0.35
C -51.03 -10.24 44.24 -0.59
C -52.10 -11.32 44.57 0.15
C -52.46 -11.25 46.11 -1.34
O -53.39 -10.98 43.95 -0.57
H -50.69 -10.32 43.25 0.38
H -50.10 -10.34 44.98 0.16
H -51.39 -9.25 44.40 -0.13
H -51.84 -12.27 44.19 0.41
H -53.07 -12.14 46.22 0.51
H -53.09 -10.32 46.26 0.26
H -51.52 -11.56 46.52 0.39
H -53.96 -11.67 44.19 0.31
C -48.84 -8.17 40.93 -0.68
C -47.33 -7.88 41.53 0.55
C -46.65 -6.95 40.58 -1.56
O -47.29 -7.30 42.82 -0.40
H -48.80 -8.70 39.85 0.35
H -49.52 -7.40 41.23 0.09
H -49.55 -9.01 41.42 0.03
H -46.64 -8.89 41.57 0.17
H -46.65 -7.41 39.64 0.46
H -45.62 -6.64 40.82 0.45
H -47.21 -6.05 40.41 0.33
H -46.34 -6.99 43.00 0.23
```